{"formula": "C25H60N7O19", "method": "the ωB97M-V functional and the def2-TZVPD basis", "multiplicity": 2, "charge": 2, "e_homo_ev": [-8.78, -9.92], "fmax_ev_per_a": 8.01, "gap_ev": [2.71, 3.85], "symbols": ["C", "C", "O", "N", "H", "H", "C", "H", "H", "H", "H", "H", "H", "C", "C", "O", "N", "H", "H", "C", "H", "H", "H", "H", "H", "H", "C", "C", "O", "N", "H", "H", "C", "H", "H", "H", "H", "H", "H", "C", "C", "O", "N", "H", "H", "C", "H", "H", "H", "H", "H", "H", "C", "C", "O", "N", "H", "H", "C", "H", "H", "H", "H", "H", "H", "C", "C", "O", "N", "H", "H", "C", "H", "H", "H", "H", "H", "H", "C", "C", "O", "N", "H", "H", "C", "H", "H", "H", "H", "H", "H", "O", "C", "O", "O", "H", "O", "C", "O", "O", "H", "O", "C", "O", "O", "H", "O", "C", "O", "O", "H"], "coordinates": [[-0.453, 1.641, 0.049], [-0.559, 0.177, -0.410], [-1.556, -0.399, -0.789], [0.805, -0.535, -0.339], [1.346, -0.347, -1.171], [1.450, -0.115, 0.315], [0.577, -2.062, -0.186], [-0.194, 1.843, 1.089], [-1.368, 2.119, -0.301], [0.365, 2.039, -0.551], [0.081, -2.334, -1.119], [-0.026, -2.239, 0.705], [1.552, -2.532, -0.061], [3.167, 3.429, -2.481], [4.558, 2.997, -2.484], [4.908, 1.840, -2.237], [5.584, 4.119, -2.537], [6.358, 3.792, -3.098], [5.195, 4.929, -2.996], [6.122, 4.509, -1.176], [2.968, 4.025, -1.591], [2.382, 2.690, -2.321], [3.049, 3.966, -3.422], [5.256, 4.947, -0.681], [6.910, 5.204, -1.465], [6.616, 3.701, -0.636], [-1.085, 3.970, 3.730], [-2.332, 3.517, 3.049], [-2.705, 4.035, 1.991], [-3.170, 2.520, 3.860], [-2.534, 2.087, 4.514], [-3.928, 2.940, 4.379], [-3.675, 1.354, 3.011], [-1.348, 4.390, 4.701], [-0.733, 4.783, 3.095], [-0.299, 3.218, 3.667], [-2.833, 0.827, 2.562], [-4.324, 1.498, 2.147], [-4.184, 0.672, 3.693], [3.289, -7.593, 1.990], [3.169, -6.890, 0.664], [4.107, -7.044, -0.175], [1.852, -6.148, 0.427], [1.094, -6.807, 0.538], [1.613, -5.409, 1.073], [1.842, -5.495, -0.983], [2.286, -7.977, 2.178], [3.533, -6.964, 2.846], [3.952, -8.458, 1.971], [0.931, -4.942, -1.211], [2.006, -6.211, -1.789], [2.693, -4.818, -0.907], [1.169, 6.900, -2.819], [-0.190, 7.034, -2.004], [-1.266, 7.471, -2.479], [-0.096, 6.552, -0.511], [0.803, 6.655, -0.063], [-0.693, 7.208, -0.028], [-0.611, 5.166, -0.347], [1.436, 5.848, -2.922], [2.001, 7.497, -2.445], [1.090, 7.234, -3.854], [-0.912, 5.043, 0.693], [0.260, 4.553, -0.578], [-1.472, 4.990, -0.991], [-4.251, 0.629, -2.368], [-5.028, -0.405, -1.519], [-5.077, -0.434, -0.281], [-5.640, -1.504, -2.401], [-5.343, -1.496, -3.367], [-5.378, -2.399, -2.013], [-7.144, -1.582, -2.263], [-4.745, 0.969, -3.278], [-3.272, 0.220, -2.615], [-4.217, 1.556, -1.794], [-7.504, -0.783, -2.911], [-7.404, -1.537, -1.206], [-7.492, -2.516, -2.704], [-2.888, -3.254, 0.910], [-2.189, -4.554, 0.521], [-1.288, -5.021, 1.161], [-2.764, -5.273, -0.666], [-3.758, -5.221, -0.498], [-2.491, -4.614, -1.381], [-2.158, -6.735, -0.922], [-2.494, -2.900, 1.862], [-3.935, -3.529, 1.036], [-2.629, -2.561, 0.109], [-2.421, -6.814, -1.977], [-2.589, -7.509, -0.286], [-1.072, -6.650, -0.892], [1.952, 3.190, 1.060], [2.822, 2.222, 1.112], [2.514, 1.088, 1.444], [3.974, 2.543, 0.709], [2.470, 3.932, 0.740], [1.089, 0.583, 4.241], [-0.183, 0.251, 3.956], [-0.410, -0.331, 2.880], [-1.102, 0.564, 4.777], [1.527, 0.321, 3.428], [1.797, -2.454, 3.865], [1.974, -3.635, 3.243], [1.482, -3.841, 2.167], [2.534, -4.546, 3.915], [1.469, -1.853, 3.192], [2.257, -0.313, -2.769], [3.288, -1.091, -2.519], [3.639, -1.213, -1.328], [3.896, -1.722, -3.423], [2.354, -0.393, -3.721]], "forces_ev_per_a": [[-0.3, -0.8, -1.6], [-0.2, 0.0, 1.1], [2.2, 0.9, 0.5], [-2.5, -1.6, 0.0], [0.4, -0.2, -1.4], [0.5, 0.5, 1.9], [0.7, 1.4, -0.1], [-0.1, -0.7, 0.0], [-0.1, 0.1, 0.4], [0.2, 0.2, 0.1], [0.0, -0.2, 0.1], [0.1, 0.2, -0.1], [-0.1, 0.2, -0.1], [-1.0, 1.0, -0.2], [0.8, -6.0, 2.7], [-0.2, 4.6, -1.5], [0.1, -1.3, 0.2], [0.4, -0.3, -0.4], [-0.1, 0.4, -0.1], [0.2, 0.6, -0.6], [0.5, 0.8, -0.1], [0.8, -0.8, -0.7], [-0.7, 0.4, 0.1], [0.6, -0.1, 0.5], [-0.2, 0.5, 0.6], [-0.7, -0.3, -0.2], [-0.1, 0.3, -1.0], [-0.7, 2.3, -1.9], [0.2, -2.5, 2.9], [-0.1, -0.3, -2.8], [1.2, -1.0, 0.8], [-0.4, 0.5, 0.0], [0.0, -1.1, -0.2], [0.4, -0.5, 0.3], [0.0, 0.1, 0.2], [-0.1, -0.4, 0.9], [0.5, 0.1, 0.7], [-0.2, 1.3, 0.4], [0.2, 0.1, 0.0], [-1.4, -0.1, 0.0], [5.7, -1.9, -1.5], [-5.5, 1.8, 2.7], [0.6, -0.6, -3.4], [-0.1, -0.5, 0.0], [0.5, 1.8, 2.1], [0.7, -0.2, 0.8], [-0.2, -0.1, 0.5], [-0.1, 0.5, -0.2], [0.2, 0.4, -0.5], [0.0, 0.0, 0.7], [0.2, -0.2, 0.4], [-0.2, 0.1, -0.5], [-1.2, 0.0, 0.3], [-1.9, 2.1, -3.9], [5.1, -2.5, 3.3], [-1.4, 1.2, -1.2], [0.7, 0.0, -0.3], [-0.6, 0.3, 0.3], [0.4, -0.5, 0.3], [0.1, -0.1, 0.5], [-0.2, -0.2, 0.7], [-0.8, 0.2, 0.2], [0.1, -0.2, -0.1], [-0.5, -0.5, 0.0], [0.2, 0.1, 0.0], [-0.9, -0.7, 0.6], [0.3, 2.2, -2.5], [-0.3, -1.2, 0.5], [-0.9, 0.2, 2.1], [0.1, 0.4, -0.3], [0.9, -1.1, 0.3], [0.3, 0.2, -1.2], [-0.2, -0.5, -0.3], [0.4, 0.4, 0.0], [0.5, -0.2, 0.3], [-0.4, 0.2, 0.7], [0.1, 0.4, -0.3], [0.1, -0.2, 0.1], [0.6, -1.4, -0.6], [1.6, 0.7, 4.0], [-1.0, -0.3, -1.8], [1.7, -1.4, 1.2], [-0.7, -0.4, -0.5], [-0.3, -0.1, -1.1], [-0.7, 2.1, -1.3], [0.2, -0.1, -0.2], [-0.3, 0.7, -0.3], [-0.7, 0.5, 0.1], [-0.1, -0.8, 0.1], [0.0, 0.5, 0.0], [-0.3, 0.1, 0.5], [-3.9, 3.0, 0.1], [5.1, -2.8, -1.1], [-2.1, -1.0, 0.6], [0.1, 1.2, -0.4], [0.4, 0.1, 0.2], [-0.3, 0.3, 0.2], [-2.2, 0.2, 1.0], [0.3, -0.4, -1.6], [0.5, 1.0, -0.2], [0.9, 0.1, -0.3], [0.3, 0.7, -0.1], [2.2, -3.1, 5.5], [-2.4, -0.1, -6.1], [0.1, 1.0, -0.3], [-0.5, 0.3, -0.1], [-2.2, 1.9, -1.6], [5.9, -4.5, 3.0], [-1.6, 0.9, 0.8], [-1.8, 1.4, -1.3], [-1.0, 0.5, -1.1]], "mulliken_spin": [0.014, -0.033, 0.005, 0.002, -0.001, 0.000, 0.003, 0.000, 0.001, -0.003, 0.004, 0.001, 0.000, 0.000, 0.000, 0.000, 0.000, 0.000, 0.000, 0.000, 0.000, 0.000, 0.000, 0.000, 0.000, 0.000, 0.000, 0.000, 0.000, 0.000, 0.000, 0.000, -0.003, 0.000, 0.000, 0.000, 0.001, 0.002, 0.000, 0.000, 0.000, 0.000, 0.000, 0.000, 0.000, -0.003, 0.000, 0.000, 0.000, 0.002, 0.000, 0.000, 0.000, 0.000, 0.000, 0.000, 0.000, 0.000, 0.000, 0.000, 0.000, 0.000, 0.000, 0.000, 0.000, -0.095, 0.643, 0.219, 0.030, -0.016, 0.039, 0.144, 0.009, 0.041, 0.008, -0.015, 0.003, -0.066, 0.081, 0.006, -0.011, 0.095, -0.044, -0.043, 0.010, 0.014, -0.049, -0.002, -0.010, 0.002, 0.002, 0.000, 0.000, 0.000, 0.000, 0.000, 0.000, 0.002, 0.006, 0.000, 0.000, 0.000, 0.000, -0.001, 0.000, 0.000, 0.000, 0.000, 0.000, 0.000, 0.000]}